Entry from the Open Molecules 2025 dataset: a cluster of 7 separate species, C27H54O13 in total at a distorted geometry (ωB97M-V/def2-TZVPD).

```
94
Properties=species:S:1:pos:R:3:forces:R:3
O 3.407508 0.452037 -4.586812 0.0 -0.3 0.5
O -0.985716 3.850544 0.479928 -3.4 0.4 -0.6
O -0.901335 -4.260939 1.234942 -4.6 -7.0 1.8
O 0.830157 0.032880 2.599383 1.4 1.4 3.1
O 1.352421 5.250651 5.576841 0.9 -0.4 -1.8
O 2.782087 4.618337 3.802394 -2.2 -1.0 1.3
O 1.546254 -0.051338 0.469580 -2.7 -0.9 -1.4
O 2.773874 0.097095 -6.752406 0.7 -0.1 1.2
O -2.908955 3.379066 -0.608122 -2.9 1.8 1.3
O -1.430489 -5.764367 -1.689943 4.1 0.4 -4.2
O -3.715705 0.251794 2.396502 0.9 1.6 1.8
O -4.303508 0.922192 4.642815 1.5 -0.6 -5.6
O 0.341159 -4.669377 -2.797790 -1.6 -1.3 1.3
C -1.068848 -6.829406 1.091410 -1.6 1.5 -0.1
C 5.516812 -0.012274 -3.602019 1.2 0.5 -2.7
C -0.619646 -0.785725 0.990421 5.1 1.9 -5.2
C 1.164386 1.065652 -5.164921 4.0 -1.1 6.1
C 1.710024 4.457590 4.723438 2.3 0.8 -0.1
C -0.566325 -5.700625 -2.655996 -3.7 0.9 3.3
C -0.517368 -6.679558 -3.809963 2.0 -1.1 -1.8
C 1.126327 3.118094 4.610017 -2.3 1.2 -2.0
C -1.613905 -5.414294 1.474142 2.8 4.0 -1.2
C -3.576134 1.720197 -2.237827 3.8 6.2 -1.6
C -2.816824 5.320541 0.709909 3.9 1.9 -0.3
C 2.595174 0.431543 -5.603722 -4.6 1.5 -0.8
C -3.689316 1.018905 3.513437 0.3 0.8 5.3
C -2.515563 2.259241 -1.255235 4.1 -3.2 -1.4
C -4.175128 -1.773621 1.259517 -2.3 3.6 -2.5
C 1.442860 -2.629008 -2.244231 -4.3 0.9 1.3
C -2.569422 2.076176 3.421382 4.0 -6.0 3.1
C 0.679137 -0.220759 1.467164 -2.1 -0.8 -2.2
C -2.194475 4.113362 0.227099 5.0 -2.4 -0.2
C 0.314259 -3.609997 -1.747697 0.3 2.4 -6.2
C 3.289008 5.927551 3.649765 3.5 -2.7 1.9
C 2.444588 1.004799 0.574532 2.3 -5.8 1.4
C 3.304901 0.949333 -0.610200 -1.4 0.4 -3.0
C -3.028099 -5.502516 2.052385 -1.7 1.1 3.0
C 4.416928 5.860857 2.610973 -2.1 -3.5 1.0
C 4.617699 -0.161454 -4.845807 3.1 -2.7 1.0
C -4.647662 -0.770366 2.303041 -0.5 -1.9 0.4
H -1.595118 1.605265 2.965159 -2.0 1.2 0.5
H -1.889755 -7.340499 0.493465 1.0 0.3 1.1
H -3.076226 -5.913463 3.146994 1.0 -0.2 -1.9
H -3.434242 0.765428 -2.566486 0.5 -2.3 -1.0
H -3.812088 5.403367 0.649112 -3.6 0.2 -0.4
H -2.022812 1.457870 -0.627699 -1.2 0.8 0.2
H -4.941385 -2.566047 1.222841 0.1 0.5 -0.8
H -3.849240 -6.137697 1.543302 1.8 1.2 0.3
H -2.909613 2.869130 3.037353 -2.5 5.8 -4.7
H 0.661857 1.082630 -5.959043 -4.0 0.1 -6.8
H -4.794550 -1.371390 3.180602 0.2 0.4 1.3
H 4.552822 -1.324942 -4.996129 -0.5 2.2 -0.1
H -2.267397 2.643750 4.354916 -0.5 -1.9 0.0
H 5.069722 5.129193 3.170866 0.2 0.8 -1.6
H -0.387088 -1.282585 0.035438 -0.7 0.8 -0.4
H 2.045917 1.840779 0.886960 -2.7 4.8 0.5
H 4.932817 -0.479254 -2.903809 -1.0 -0.5 2.8
H 0.656456 -3.886253 -0.891563 1.6 -2.8 5.4
H -5.580153 -0.260664 2.102898 -0.6 -0.5 -0.5
H 3.648826 1.928538 -0.601128 1.9 1.7 -0.5
H -1.141496 -7.611259 -3.885104 0.1 1.3 1.1
H 1.427066 -1.651259 -1.772957 0.0 -0.1 0.8
H -0.670150 -7.395701 1.951754 -0.4 0.3 -0.4
H -0.819034 -1.552038 1.487451 -1.9 -6.5 5.1
H 1.637874 2.286637 4.193132 0.6 -0.3 -0.7
H 0.566906 -7.122852 -3.752088 -1.7 1.0 -0.5
H 2.795411 0.901016 -1.728758 0.7 -0.2 3.1
H -0.646249 -3.193820 -1.605114 -1.2 0.3 -0.3
H -0.678341 -6.194914 -4.849363 0.7 -0.4 1.9
H 5.907140 0.997106 -3.443545 -0.8 0.0 0.4
H -3.253045 -2.250725 1.351364 1.7 -0.4 0.8
H 2.836824 0.636615 1.535162 2.0 0.9 -0.2
H 6.430126 -0.600992 -3.729232 -0.2 -0.2 -0.2
H 3.938918 5.465398 1.607995 1.3 0.6 2.0
H 3.476865 6.260652 4.675017 0.9 0.5 -0.3
H 0.843093 2.943754 5.578787 -0.9 -1.0 2.4
H -1.411522 -0.178080 1.016522 -2.8 2.7 -0.2
H 0.468995 0.415137 -4.458489 2.1 1.5 -0.8
H 5.125608 0.272151 -5.670644 0.0 0.3 -1.1
H -2.275118 6.127405 0.119330 -1.0 -0.7 0.5
H 2.259927 -3.149990 -2.002030 3.7 -1.5 0.3
H -3.438226 -4.515219 2.455176 0.4 -0.7 -1.7
H -4.432257 1.892834 -1.758718 -3.9 0.2 1.5
H -1.598108 2.544336 -1.804409 -0.3 -0.1 -0.3
H 4.778712 6.819156 2.516131 1.4 1.9 -0.5
H -2.439012 5.504109 1.693786 0.0 0.0 0.8
H -4.090454 -0.973175 0.359282 -0.3 -2.8 1.0
H 4.063602 0.207713 -0.537138 0.6 -0.4 -0.1
H 0.135648 3.333771 4.069702 1.3 -0.7 0.4
H -3.464157 2.618304 -3.082044 -0.9 -2.9 1.5
H 1.304639 -2.384184 -3.236526 0.1 0.0 -2.4
H 1.316407 2.148497 -4.896431 -0.2 -1.3 0.5
H 2.564985 6.454133 3.304985 -4.8 3.8 -2.2
H -0.341470 -6.560491 0.384639 1.5 -0.3 -0.8
```
Forces are in eV/Å.

As for the molecular weight: 586.716 g mol⁻¹. The energy relative to the best compared isomer or geometry (same formula, charge and spin) is 272.4 kcal/mol. Its structure (SMILES) is CCOC(C)=O.CCOC(C)=O.CCOC(C)=O.CCOC(C)=O.CCOC(C)=O.CCOC(C)=O.CC(C)=O. The value obtained for the highest occupied orbital energy is -9.95 eV. As for the gap between HOMO and LUMO: 10.38 eV.

***

Entry from the Open Molecules 2025 dataset: a structure of composition C4H9NO3 at a distorted geometry (ωB97M-V/def2-TZVPD).

```
17
Properties=species:S:1:pos:R:3:forces:R:3
O 0.567633 -1.033844 2.597979 -1.3 0.9 -3.7
O -0.003086 -2.224549 -1.349299 -1.4 3.6 1.3
O 0.240552 2.349440 -0.795019 3.6 -4.0 1.7
N -1.906957 0.660644 -0.472562 4.0 -1.3 1.9
C 1.190275 1.437790 -0.387303 -1.7 2.9 -1.6
C -1.026199 -0.427223 0.015987 -3.4 2.4 0.6
C -0.231449 -0.978255 -1.126008 3.7 -3.4 -5.5
C 0.447834 -0.305923 0.234391 1.0 0.9 -3.2
H 1.630562 1.545818 0.635057 -0.6 0.1 -0.2
H 0.901489 -1.259900 3.416740 1.2 -0.5 3.1
H 0.084770 -0.245303 -1.996570 -1.4 -1.1 1.7
H -1.601492 -1.069759 0.655615 0.2 -0.6 0.4
H 2.052770 1.194049 -1.077772 -1.2 -0.2 0.2
H 1.019640 -1.217356 0.439959 0.2 0.2 0.5
H -2.569332 0.177732 -0.994790 -2.0 -0.4 -1.2
H 0.517347 0.094648 1.210045 -0.5 0.1 4.1
H -1.314361 1.301999 -1.006443 -0.4 0.3 -0.1
```
Forces are in eV/Å.

As for the molecular weight: 119.120 g mol⁻¹. The energy relative to the best compared isomer or geometry (same formula, charge and spin) is 309.8 kcal/mol. The value obtained for the highest occupied orbital energy is -9.36 eV. As for the gap between HOMO and LUMO: 4.61 eV.

***

Entry from the Open Molecules 2025 dataset: a cluster of 2 separate species, C4H6O in total at a distorted geometry (ωB97M-V/def2-TZVPD).

```
11
Properties=species:S:1:pos:R:3:forces:R:3
O -0.319822 0.586657 -1.215535 -1.5 0.1 0.8
C -2.030738 -0.811688 -0.334596 -2.9 -2.8 1.7
C -1.452484 0.455772 -0.780400 0.5 0.8 -1.4
C 2.106986 0.641530 1.430392 -1.4 -0.4 2.2
C 3.289923 0.527553 0.958405 2.4 -1.3 -0.9
H -2.786496 -1.415103 -1.041577 2.0 1.6 0.8
H -1.270276 -1.540501 0.058029 -0.7 0.7 -0.5
H -2.808468 -0.587597 0.513447 1.6 -0.3 -1.2
H 3.209471 0.914837 -0.015670 0.9 0.8 -1.8
H -2.212523 1.297831 -0.710922 1.0 -0.2 -0.2
H 4.274428 -0.069292 1.138428 -2.0 1.0 0.5
```
Forces are in eV/Å.

As for the molecular weight: 70.091 g mol⁻¹. The energy relative to the best compared isomer or geometry (same formula, charge and spin) is 71.8 kcal/mol. The value obtained for the highest occupied orbital energy (spin up / spin down) is -7.96 / -10.10 eV. As for the gap between HOMO and LUMO (spin up / spin down): 8.92 / 7.84 eV. As for the spin multiplicity: 3.

***

Entry from the Open Molecules 2025 dataset: a structure of composition C16H15NPt at a distorted geometry (ωB97M-V/def2-TZVPD).

```
33
Properties=species:S:1:pos:R:3:forces:R:3
Pt 0.152051 0.238104 -1.134798 -0.6 -1.0 -2.0
N 0.115184 0.322405 0.840591 -0.7 0.5 2.5
C -0.410134 -1.659865 -0.743953 1.7 -0.2 -0.1
C 0.735588 2.596380 0.612805 0.3 1.6 0.2
C -0.776016 -3.237437 1.065335 0.1 0.6 -0.6
C 1.013271 3.842248 1.189751 -0.3 -1.0 -0.4
C -0.119382 0.489081 3.568776 -0.1 -0.6 0.2
C 0.883872 4.019279 2.582780 0.0 -0.6 0.2
C -0.556353 -1.899065 0.644817 -0.1 -1.8 -0.7
C 0.255107 1.573527 1.428434 0.3 -1.9 1.0
C -0.870590 -4.271053 0.126505 0.0 0.1 0.3
C -0.391948 -2.694640 -1.675691 -0.8 -0.9 0.9
C 0.119081 1.689821 2.855607 1.2 0.8 -1.7
C -0.688379 -4.014641 -1.236657 0.4 1.2 -0.6
C -0.342028 -0.706300 2.922520 -0.3 0.0 0.4
C 0.244792 0.607308 -6.119405 0.6 -0.7 1.2
C 0.514724 2.947502 3.390115 -0.1 0.1 0.2
C -0.294328 -0.781985 1.515330 0.7 1.9 -0.5
H -1.377144 0.609545 -1.110132 -0.5 0.7 -0.5
H -0.114416 -2.440035 -2.695832 -0.3 -0.4 0.1
H 0.608032 0.320677 -5.101276 -0.1 0.3 -0.8
H -0.075154 0.511690 4.655074 -0.2 0.0 -0.1
H 1.360503 4.661415 0.571470 0.0 -0.1 0.0
H -0.558156 -1.635339 3.458326 0.1 0.5 0.0
H -1.034596 -5.302997 0.458247 0.0 0.5 -0.1
H 0.911855 2.392251 -0.470467 -0.2 0.4 0.8
H -0.492354 1.389361 -5.970211 -0.3 -0.2 -0.3
H -0.807046 -3.431299 2.128366 -0.2 -0.3 0.0
H -0.124142 -0.324680 -6.564382 -0.2 0.5 -0.1
H -0.717154 -4.815990 -1.979096 0.1 0.1 0.4
H 1.073508 0.991912 -6.705444 0.1 0.0 0.0
H 1.152247 4.985909 3.019200 -0.1 -0.5 -0.1
H 0.609513 3.026899 4.473295 -0.3 0.2 -0.2
```
Forces are in eV/Å.

As for the molecular weight: 416.381 g mol⁻¹. The energy relative to the best compared isomer or geometry (same formula, charge and spin) is 0.0 kcal/mol. The value obtained for the highest occupied orbital energy (spin up / spin down) is -5.64 / -8.37 eV. As for the gap between HOMO and LUMO (spin up / spin down): 4.92 / 7.69 eV. As for the spin multiplicity: 3.

***

Entry from the Open Molecules 2025 dataset: a cluster of 2 separate species, C5H7BF2O9P in total at a distorted geometry (ωB97M-V/def2-TZVPD).

```
25
Properties=species:S:1:pos:R:3:forces:R:3
P -0.285353 -0.602896 0.223938 1.8 -1.2 -4.2
F 4.298017 1.749522 -4.785016 -0.6 -0.5 0.8
F 2.201821 0.848265 -4.237388 1.2 0.3 0.3
O 3.439069 2.029472 -2.578914 0.4 -0.5 0.6
O 4.169835 -0.098272 -3.283713 0.2 0.3 0.9
O 0.832643 0.690066 0.454357 -3.0 -2.1 1.5
O 0.140502 -1.986968 1.114584 -0.5 2.9 0.1
O -0.271593 -0.962388 -1.262883 -0.4 0.8 4.2
O 4.082723 1.839405 -0.435452 0.1 -0.4 -0.3
O -2.995848 -0.996355 0.894084 -0.9 1.5 2.3
O -4.404364 0.761930 1.597286 1.9 -4.3 0.3
O 4.980293 -0.774518 -1.300061 -0.2 0.5 -0.1
C 4.440474 0.058618 -1.990909 0.9 -2.8 -1.0
C -4.633972 -1.237096 2.983845 0.7 0.4 -0.2
C -4.002583 -0.422599 1.751091 -2.0 2.9 -0.2
C -1.953933 0.029640 0.836673 0.3 1.1 0.7
C 3.984989 1.383952 -1.552898 -1.0 2.8 0.9
B 3.515793 1.138244 -3.751451 -0.9 0.3 -2.1
H -5.217058 -0.488920 3.628562 0.9 -1.0 -1.3
H -1.840514 0.426936 1.917667 0.1 -0.3 -1.7
H 0.536369 1.152526 1.281249 0.7 -0.2 -0.9
H 0.382435 -1.762707 2.044411 -0.1 -0.3 -0.9
H -3.771264 -1.609608 3.636577 -1.3 0.1 -1.1
H -5.349427 -2.060508 2.654549 1.3 0.9 0.4
H -2.279053 0.894259 0.159814 0.6 -1.3 0.9
```
Forces are in eV/Å.

As for the molecular weight: 290.884 g mol⁻¹. As for the net charge: -1. The value obtained for the highest occupied orbital energy is -6.38 eV. As for the gap between HOMO and LUMO: 8.15 eV.

***

Entry from the Open Molecules 2025 dataset: the molecule C4H9N3S at a distorted geometry (ωB97M-V/def2-TZVPD).

```
17
Properties=species:S:1:pos:R:3:forces:R:3
S 4.200503 -0.633638 0.002490 -0.2 0.1 0.0
N -0.823610 -0.356706 0.002787 -0.4 0.1 -0.1
N 1.710732 0.279797 -0.000898 -0.2 -0.4 -0.1
N -0.520386 1.060288 -0.008623 0.1 -0.2 0.1
C 0.731738 1.257728 -0.008285 0.4 0.8 0.0
C -1.618756 -0.600987 -1.204360 -0.1 -1.3 0.4
C 3.039739 0.509815 0.000282 0.2 -0.3 0.0
C -1.626677 -0.600803 1.201634 0.4 0.4 0.7
H -1.922246 -1.650518 1.208246 0.0 0.1 0.1
H -2.528369 0.020160 -1.227861 0.2 -0.1 -0.1
H -2.526729 0.044452 1.229339 0.3 -0.2 0.0
H -0.984439 -0.441639 -2.070969 -0.1 0.2 -0.2
H -1.000438 -0.374978 2.108223 -0.6 -0.3 -0.8
H 1.369604 -0.682847 -0.020448 0.1 0.3 0.1
H -1.895496 -1.692847 -1.193833 0.1 1.1 -0.1
H 1.098634 2.301260 -0.024199 -0.2 -0.6 0.0
H 3.296199 1.561458 0.006467 0.0 0.3 0.0
```
Forces are in eV/Å.

As for the molecular weight: 131.204 g mol⁻¹. The energy relative to the best compared isomer or geometry (same formula, charge and spin) is 36.5 kcal/mol. Its structure (SMILES) is CN(C)/N=C\NC=S. The value obtained for the highest occupied orbital energy is -8.82 eV. As for the gap between HOMO and LUMO: 9.01 eV.

***

Q: Which of these has the highest molecular weight?
A: C27H54O13